(1)
Computed, not measured: a single C4N2O2 molecule at a distorted geometry, with wB97M-V/def2-TZVPD.

The geometry in XYZ format:
```
8
Properties=species:S:1:pos:R:3:forces:R:3:lowdin_charge:R:1
N -2.2301 -1.9952 -0.6364 4.19 2.39 0.92 0.20
C -1.2169 -1.4185 -0.3905 -4.26 -2.38 -0.96 -0.07
C 0.0192 -0.7802 0.0872 0.00 0.47 -0.16 -0.33
O 0.8691 -1.3778 0.6521 0.67 -0.48 0.45 0.19
C 0.0904 0.7328 -0.1853 -0.87 0.05 0.33 -0.30
O -0.7700 1.1938 -0.8803 0.66 0.45 0.16 0.17
C 1.1499 1.5195 0.5152 1.21 0.45 -0.48 -0.07
N 2.0883 2.1256 0.8382 -1.60 -0.95 -0.26 0.20
```
Forces are in eV/Å.

E ... -412.3378 Ha
HOMO energy ... -11.99 eV
2S+1 ... 1
ΔE to the lowest compared entry with this formula, charge and spin ... 12.2 kJ/mol

=====

(2)
Computed, not measured: a gas-phase ion, C8H9NO6 (charge -2) at a distorted geometry, with wB97M-V/def2-TZVPD.

The geometry in XYZ format:
```
24
Properties=species:S:1:pos:R:3:forces:R:3:lowdin_charge:R:1
C 2.4663 -2.0676 -0.1034 -1.61 -0.53 -1.12 -0.18
N 1.6120 -1.1758 0.6186 -0.66 -0.30 0.88 -0.06
C 1.7073 0.1026 0.3223 -1.08 -1.04 1.80 -0.64
O 2.5601 0.5878 -0.3924 1.99 2.07 -1.75 -0.06
C 0.5921 0.9109 1.0257 0.96 -0.65 0.56 -0.07
C -0.6198 1.1279 0.1816 0.64 3.48 -0.61 -0.45
C -0.1234 1.6185 -1.1925 -1.68 -5.08 -1.61 -0.01
O -1.4307 2.2364 0.8142 3.67 -0.89 -0.64 -0.07
C -1.3508 -0.1507 -0.0043 -1.17 -0.79 1.06 -0.12
C -2.9385 -0.0757 0.0943 -0.66 -0.34 -0.71 -0.59
O -3.4111 1.0045 0.5129 -0.35 1.00 0.60 -0.03
O -3.7038 -0.9680 -0.2647 0.98 -1.73 -0.60 -0.02
O -0.7883 -1.0628 -1.0397 0.16 -0.49 -1.48 0.12
C -0.6272 -1.4446 0.2128 -2.17 1.09 1.48 -0.50
O -0.7231 -2.4113 0.8955 0.16 -1.70 -0.06 0.08
H 2.6319 -1.5453 -1.0980 1.00 -1.07 0.86 0.08
H 3.3018 -2.4783 0.4959 0.36 0.75 -0.54 0.05
H 1.8638 -3.0073 -0.2962 0.37 0.72 -0.02 0.06
H 0.3288 0.2540 1.8477 -0.16 0.32 0.51 0.12
H 0.9570 1.8634 1.3840 0.18 0.32 0.03 0.11
H -1.0134 1.6536 -1.8757 0.76 0.55 0.42 0.10
H 0.5257 0.7228 -1.6052 -1.28 1.96 0.52 0.11
H 0.5003 2.4210 -1.2064 1.37 2.59 0.25 0.04
H -2.3170 1.8840 0.6731 -1.78 -0.23 0.16 -0.07
```
Forces are in eV/Å.

Total charge ... -2
E ... -816.3769 Ha
HOMO energy ... -1.02 eV
2S+1 ... 1
ΔE to the lowest compared entry with this formula, charge and spin ... 67.5 kJ/mol

=====

Orbital gap for every record listed, in sequence, given in eV: 9.448 7.304.